No. 1
DFT (ωB97M-V/def2-TZVPD) results for an isolated molecule of C6H11N at a distorted geometry.

```
! wB97M-V def2-TZVPD RIJCOSX def2/J DEFGRID3
* xyz 0 1
C 0.42 -2.28 0.22
C -0.72 -1.37 -0.28
N -0.89 2.19 1.05
C -1.00 0.81 0.92
C -0.36 0.08 -0.01
C 0.50 0.70 -1.06
C 1.64 1.29 -0.74
H 1.38 -1.83 -0.04
H 0.37 -2.36 1.26
H 0.42 -3.20 -0.35
H -0.97 -1.54 -1.33
H -1.64 -1.57 0.27
H -1.57 2.76 1.50
H -0.38 2.62 0.30
H -1.78 0.35 1.51
H 0.26 0.40 -2.07
H 2.45 1.48 -1.44
H 1.88 1.47 0.30
*
```

Results
Energy above the lowest of the compared OMol25 structures with the same formula, charge and spin (kcal per mole): 32.2
HOMO (eV): -7.5
SMILES: C=C/C(=C\N)CC
HOMO-LUMO gap (eV): 8.6764


No. 2
DFT (ωB97M-V/def2-TZVPD) results for an isolated molecule of C10H10N2 at a distorted geometry.

```
! wB97M-V def2-TZVPD RIJCOSX def2/J DEFGRID3
* xyz 0 1
C 1.32 0.80 -1.92
C 1.15 2.83 -0.40
C 0.72 2.98 0.86
C 0.26 0.90 0.35
C -0.38 -0.37 0.41
C -0.83 -1.09 -0.64
C -1.32 -2.32 -0.47
C -1.51 -2.97 0.72
C -1.04 -2.21 1.91
C -0.54 -0.88 1.70
H 0.45 0.75 -2.71
H 2.35 1.33 -2.42
H 1.48 -0.21 -1.66
H 1.68 3.36 -1.25
H 0.91 4.06 1.61
H -0.57 -0.60 -1.65
H -1.83 -2.96 -1.45
H -1.85 -3.92 0.82
H -1.12 -2.55 2.98
H -0.39 -0.29 2.64
N 0.87 1.50 -0.75
N 0.16 1.88 1.32
*
```

Results
Energy above the lowest of the compared OMol25 structures with the same formula, charge and spin (kcal per mole): 84.9
HOMO (eV): -8.1
SMILES: Cn1ccnc1-c1ccccc1
HOMO-LUMO gap (eV): 8.7001


No. 3
DFT (ωB97M-V/def2-TZVPD) results for an isolated molecule of C8H14NOPS at a distorted geometry.

```
! wB97M-V def2-TZVPD RIJCOSX def2/J DEFGRID3
* xyz 0 1
C 1.92 -1.47 -0.67
C 3.31 0.66 -0.27
C 2.45 -0.50 0.30
C -0.22 -0.83 0.73
C -2.00 0.77 1.46
C -2.62 -1.15 -0.12
C -1.22 0.83 -0.95
C -1.52 -0.14 0.31
N 2.64 1.40 -1.24
O 4.30 0.92 0.33
P 0.37 -2.01 -0.56
S 1.09 0.21 1.31
H 2.61 -1.80 -1.42
H 3.19 -1.08 1.00
H -0.62 -1.46 1.56
H -1.50 1.67 1.42
H -1.72 0.28 2.39
H -3.02 0.85 1.36
H -3.58 -0.65 0.06
H -2.38 -1.27 -1.12
H -2.68 -2.02 0.61
H -2.23 1.09 -1.44
H -0.42 0.49 -1.63
H -0.90 1.80 -0.46
H 1.81 1.09 -1.56
H 2.95 2.31 -1.42
*
```

Results
Energy above the lowest of the compared OMol25 structures with the same formula, charge and spin (kcal per mole): 0.0
HOMO (eV): -8.7
SMILES: CC(C)(C)[C@H]1P=C[C@@H](C(N)=O)S1
HOMO-LUMO gap (eV): 8.8429


No. 4
DFT (ωB97M-V/def2-TZVPD) results for a cluster of 3 separate species, C23H30Cl4N4O4 in total at a distorted geometry.

```
! wB97M-V def2-TZVPD RIJCOSX def2/J DEFGRID3
* xyz 0 1
C -0.57 -5.09 -1.45
C -0.54 -3.90 -1.71
C -0.49 -2.47 -1.86
C 0.68 -1.82 -2.18
C 0.73 -0.44 -2.32
C -0.43 0.24 -2.12
C -1.63 -0.42 -1.78
C -1.70 -1.78 -1.67
C -3.01 -2.45 -1.35
C -3.75 -2.68 -2.71
O -3.00 -3.62 -3.50
C -2.59 -3.11 -4.70
C -1.11 -3.10 -5.06
O -3.37 -2.70 -5.52
C -2.69 0.67 -1.61
O -3.88 0.64 -1.71
N -1.90 1.82 -1.32
C -1.77 2.27 0.06
C -0.79 1.45 0.93
C 0.71 1.87 0.75
C 1.43 2.05 2.09
N 2.75 2.73 1.95
C 3.49 2.24 0.86
N 3.71 2.85 -0.24
N 4.01 0.91 0.99
C -0.75 1.75 -2.15
O -0.18 2.60 -2.75
H -0.57 -6.14 -1.27
H 1.59 -2.40 -2.30
H 1.64 0.10 -2.57
H -2.88 -3.43 -0.89
H -3.61 -1.78 -0.73
H -4.79 -2.97 -2.56
H -3.77 -1.73 -3.26
H -0.96 -3.25 -6.13
H -0.56 -3.90 -4.54
H -0.65 -2.14 -4.79
H -2.77 2.17 0.51
H -1.48 3.33 0.14
H -1.02 1.61 1.99
H -0.90 0.37 0.75
H 0.72 2.84 0.22
H 1.16 1.13 0.08
H 0.84 2.71 2.74
H 1.60 1.11 2.63
H 2.54 3.71 1.75
H 3.24 3.76 -0.19
H 5.01 0.93 1.19
H 3.84 0.49 0.08
Cl 5.46 4.73 4.16
C 4.52 6.21 4.50
C 3.05 6.03 4.21
Cl 2.73 5.86 2.47
H 4.95 7.02 3.92
H 4.66 6.43 5.56
H 2.50 6.90 4.56
H 2.65 5.15 4.71
Cl -2.76 -2.83 2.52
C -2.07 -4.25 3.35
C -0.84 -4.78 2.66
Cl -1.16 -5.54 1.08
H -2.85 -5.01 3.41
H -1.83 -3.93 4.36
H -0.38 -5.55 3.29
H -0.10 -3.99 2.51
*
```

Results
HOMO (eV): -9.0
SMILES: [H]/N=C(/N)NCCCCN1C(=O)c2ccc(C#C)c(CCOC(C)=O)c2C1=O.ClCCCl.ClCCCl
HOMO-LUMO gap (eV): 8.6886


No. 5
DFT (ωB97M-V/def2-TZVPD) results for a cluster of 2 separate species, C9H11Cl2NS in total at a distorted geometry.

```
! wB97M-V def2-TZVPD RIJCOSX def2/J DEFGRID3
* xyz 0 1
C 1.29 0.26 -1.26
C 1.31 -0.35 1.04
C 2.64 0.57 -1.31
C 2.65 -0.11 1.05
C 0.60 -0.31 -0.17
C 3.32 0.34 -0.09
C -2.70 -2.31 0.28
C -1.29 -1.87 0.46
C -0.78 -0.89 -0.35
N -1.51 2.68 0.56
S -2.41 2.72 -0.95
Cl 5.05 0.63 0.21
Cl 0.16 3.35 0.63
H 0.65 0.27 -2.24
H 0.82 -0.67 1.96
H 3.02 0.73 -2.31
H 3.20 -0.29 1.95
H -3.29 -1.89 1.03
H -3.08 -1.85 -0.68
H -2.89 -3.41 0.17
H -1.42 1.75 0.65
H -0.59 -2.22 1.15
H -1.30 -0.50 -1.21
H -3.45 3.38 -0.56
*
```

Results
Energy above the lowest of the compared OMol25 structures with the same formula, charge and spin (kcal per mole): 13.3
HOMO (eV): -8.5
SMILES: C/C=C/c1ccc(Cl)cc1.SNCl
HOMO-LUMO gap (eV): 8.5948


No. 6
DFT (ωB97M-V/def2-TZVPD) results for an isolated molecule of C4H5N2OP at a distorted geometry.

```
! wB97M-V def2-TZVPD RIJCOSX def2/J DEFGRID3
* xyz 0 1
C -1.78 0.06 1.34
C -0.59 0.66 0.84
C -3.04 -0.06 0.85
C 1.59 0.51 0.23
N 0.56 0.17 1.18
N 2.91 0.74 0.75
O 1.43 0.64 -0.99
P -3.52 0.14 -0.80
H -1.71 -0.57 2.28
H -0.59 1.56 0.10
H -3.79 -0.71 1.31
H 3.26 0.52 1.69
H 3.64 0.85 0.13
*
```

Results
Energy above the lowest of the compared OMol25 structures with the same formula, charge and spin (kcal per mole): 67.9
HOMO (spin up / spin down) (eV): -8.3 / -8.2
HOMO-LUMO gap (spin up / spin down) (eV): 6.5145 / 6.2089


No. 7
DFT (ωB97M-V/def2-TZVPD) results for a structure of composition C38H43MoN3P2Si2 at a distorted geometry.

```
! wB97M-V def2-TZVPD RIJCOSX def2/J DEFGRID3
* xyz 2 3
Mo -0.17 0.20 -0.89
C -3.38 -1.01 -0.97
Si -2.42 -2.06 0.26
C -2.47 -3.86 -0.22
C -3.04 -1.77 2.00
N -0.76 -1.43 0.09
P 0.65 -1.55 0.96
C 1.32 0.00 0.51
P 1.02 1.65 0.93
N -0.07 2.03 -0.29
Si -0.71 3.59 -0.93
C -1.52 4.53 0.46
C 0.71 4.51 -1.71
C -1.94 3.00 -2.21
C 0.22 1.99 2.50
C -1.15 1.77 2.63
C -1.77 1.93 3.86
C -1.02 2.33 4.96
C 0.34 2.56 4.83
C 0.97 2.38 3.60
C 2.48 2.67 0.82
C 3.60 2.17 0.15
C 4.71 2.98 -0.02
C 4.71 4.28 0.48
C 3.60 4.77 1.15
C 2.48 3.97 1.32
C 1.70 -2.82 0.25
C 3.03 -2.86 0.65
C 3.86 -3.86 0.16
C 3.36 -4.80 -0.73
C 2.03 -4.76 -1.13
C 1.20 -3.76 -0.63
C 0.36 -2.06 2.65
C 0.08 -3.42 2.82
C -0.25 -3.91 4.07
C -0.27 -3.06 5.17
C 0.03 -1.72 5.01
C 0.35 -1.21 3.75
H -4.45 -1.06 -0.76
H -3.23 -1.34 -2.00
H -3.11 0.06 -0.91
H -3.50 -4.21 -0.23
H -1.92 -4.49 0.48
H -2.07 -4.03 -1.22
H -4.13 -1.71 1.99
H -2.65 -0.84 2.42
H -2.75 -2.58 2.68
H -0.84 4.71 1.29
H -2.39 4.00 0.86
H -1.86 5.50 0.10
H 1.29 5.08 -0.99
H 0.31 5.22 -2.44
H 1.39 3.84 -2.24
H -2.68 2.32 -1.78
H -1.44 2.51 -3.05
H -2.50 3.84 -2.63
H -1.74 1.47 1.77
H -2.83 1.77 3.96
H -1.50 2.47 5.91
H 0.93 2.87 5.69
H 2.03 2.55 3.51
H 3.59 1.15 -0.22
H 5.58 2.60 -0.54
H 5.58 4.90 0.35
H 3.61 5.78 1.55
H 1.62 4.36 1.86
H 3.42 -2.13 1.34
H 4.90 -3.89 0.46
H 4.01 -5.58 -1.11
H 1.64 -5.50 -1.81
H 0.16 -3.72 -0.94
H 0.13 -4.10 1.98
H -0.46 -4.97 4.20
H -0.52 -3.45 6.14
H 0.04 -1.05 5.86
H 0.59 -0.17 3.65
N -0.45 -0.41 -2.83
C -0.70 -0.67 -3.93
C -1.01 -0.98 -5.27
C -2.33 -0.84 -5.71
C -2.63 -1.13 -7.03
C -1.62 -1.56 -7.89
C -0.31 -1.70 -7.44
C 0.01 -1.40 -6.13
H -3.10 -0.50 -5.03
H -3.64 -1.03 -7.39
H -1.86 -1.79 -8.92
H 0.46 -2.03 -8.12
H 1.03 -1.50 -5.77
*
```

Results
Energy above the lowest of the compared OMol25 structures with the same formula, charge and spin (kcal per mole): 7.4
<S²>: 2.02
HOMO (spin up / spin down) (eV): -13.2 / -13.9
HOMO-LUMO gap (spin up / spin down) (eV): 6.8814 / 7.7015


No. 8
DFT (ωB97M-V/def2-TZVPD) results for a cluster of 11 separate species, C5H32N2O11 in total at a distorted geometry.

```
! wB97M-V def2-TZVPD RIJCOSX def2/J DEFGRID3
* xyz 0 1
C -1.76 -3.22 -1.56
C -1.52 -1.76 -1.12
C -2.74 -0.98 -0.61
C -2.94 -0.92 0.86
O -3.88 -0.43 1.43
N -0.77 -0.91 -2.08
C 0.61 -1.28 -2.35
N 1.49 -0.46 -1.51
H -0.88 -3.85 -1.44
H -2.62 -3.56 -0.99
H -1.85 -3.25 -2.66
H -0.78 -1.88 -0.32
H -2.85 -0.10 -1.22
H -3.52 -1.64 -1.03
H -2.14 -1.40 1.46
H -1.27 -0.90 -2.96
H 0.80 -2.35 -2.23
H 0.82 -1.03 -3.39
H 1.22 -0.55 -0.53
H 2.43 -0.83 -1.56
H 2.93 1.51 -2.77
H 1.95 1.14 -1.73
O 2.47 1.91 -2.02
H 1.51 -2.01 2.68
H 1.60 -1.87 4.22
O 1.10 -2.28 3.51
H 3.05 -1.08 1.32
H 4.49 -1.49 1.67
O 3.64 -1.85 1.42
H -1.31 1.61 1.07
H -0.99 1.01 2.43
O -1.10 0.76 1.49
H 0.46 -0.03 3.77
H -0.93 -0.28 4.23
O -0.26 0.42 4.25
H 1.80 0.76 1.88
H 0.59 -0.13 1.34
O 1.49 -0.14 1.70
H -0.19 2.65 -3.79
H 0.85 2.94 -2.63
O -0.07 2.70 -2.84
H -1.84 2.81 -1.66
H -1.73 1.38 -1.81
O -2.40 2.02 -1.54
H 3.74 2.55 2.23
H 2.46 2.83 1.39
O 2.84 2.26 2.06
H -0.67 4.11 0.42
H -2.02 3.37 0.45
O -1.32 3.74 1.03
*
```

Results
Energy above the lowest of the compared OMol25 structures with the same formula, charge and spin (kcal per mole): 71.7
HOMO (eV): -9.4
SMILES: C[C@H](CC=O)NCN.O.O.O.O.O.O.O.O.O.O
HOMO-LUMO gap (eV): 9.3880


Question: Which formula does entry 6 have?
Answer: C4H5N2OP


Question: Number 2 is which compound?
Answer: C10H10N2